Record 1
Entry from the OMol25 dataset: a molecular structure, C66H76F13GaO3P (ωB97M-V/def2-TZVPD).

The energy comes out at -172807.1892 eV. As for the HOMO energy: -0.1422 Eh. As for the total charge: -1.

XYZ file:
```
160
Properties=species:S:1:pos:R:3:forces:R:3
C -2.70635 -0.36379 0.84319 -0.1 -0.1 -0.1
O -4.08672 -0.04912 0.87519 0.0 0.2 0.2
C -4.78518 -0.15371 -0.34820 0.1 -0.2 -0.2
C -5.44521 -1.52734 -0.55386 -0.2 0.1 -0.2
C -5.00105 -2.23667 -1.83815 0.3 0.0 0.1
C -5.28726 -3.75601 -1.94888 0.0 0.2 -0.1
C -6.26872 -4.30704 -0.92084 0.0 0.0 0.0
C -6.87635 -5.68150 -1.21524 0.1 0.0 0.1
C -5.91702 -6.81453 -1.58474 -0.1 -0.2 0.1
C -5.12235 -7.37499 -0.38837 0.2 0.2 0.0
C -3.63622 -7.00292 -0.47144 -0.1 0.1 -0.1
C -2.83376 -6.87466 0.82696 -0.1 0.1 0.0
C -1.69573 -5.84127 0.66064 0.1 -0.4 0.2
C -0.33480 -6.20456 1.27604 -0.1 0.1 -0.3
Ga 1.26335 -5.55461 0.21903 0.2 0.0 0.2
C 2.03324 -3.79513 0.90389 -0.2 -0.1 -0.1
O 1.39824 -2.58167 0.43889 0.5 0.1 -0.2
O 1.97076 -2.38469 -0.88301 -0.3 0.1 0.2
P 2.94232 -7.24379 0.48128 -0.1 -0.2 0.1
C 4.39301 -6.34280 1.20893 -0.1 0.0 0.0
C 3.61985 -7.64661 -1.19713 -0.1 0.0 -0.1
C 0.82244 -5.49760 -1.82348 0.1 0.2 -0.1
F 0.26833 -6.70096 -2.23654 0.0 -0.1 0.0
F 1.97906 -5.37161 -2.57061 0.0 0.0 0.0
C -0.13777 -4.39191 -2.36835 0.0 0.2 0.0
F -1.20743 -4.89129 -3.02721 0.1 0.0 0.0
F -0.62990 -3.64689 -1.36156 -0.1 0.0 0.0
F 0.46030 -3.52809 -3.20617 0.0 -0.1 -0.1
H -2.39291 -0.67662 -0.15414 0.1 0.0 0.0
H -2.48406 -1.17845 1.53183 0.0 0.0 0.0
H -2.12528 0.51092 1.14088 0.0 0.0 0.0
H -5.53924 0.62777 -0.34237 -0.1 0.1 0.1
H -4.11199 0.05515 -1.18866 0.1 0.1 0.0
H -5.24847 -2.13178 0.32958 0.1 0.0 0.1
H -6.52662 -1.37777 -0.59351 0.0 -0.1 0.1
H -3.92284 -2.08909 -1.93963 0.0 0.0 -0.1
H -5.45006 -1.71393 -2.68522 0.0 0.0 0.0
H -4.33467 -4.28245 -1.88786 0.0 -0.1 0.1
H -5.67031 -3.96196 -2.94716 0.0 0.0 -0.1
H -7.09958 -3.60291 -0.83590 -0.1 0.0 0.1
H -5.79402 -4.34310 0.06272 0.1 0.1 0.0
H -7.38025 -5.99186 -0.29471 -0.2 0.0 -0.1
H -7.65482 -5.59244 -1.97615 0.1 0.1 -0.2
H -5.20887 -6.50241 -2.34988 0.0 0.1 -0.1
H -6.51306 -7.60629 -2.04551 0.0 0.0 0.0
H -5.53200 -6.96429 0.53856 -0.1 -0.1 0.1
H -5.23539 -8.45885 -0.34831 0.0 -0.1 0.2
H -3.57698 -6.03697 -0.97806 0.0 0.1 0.0
H -3.13482 -7.71274 -1.13512 0.1 0.1 -0.1
H -2.40537 -7.83483 1.11592 -0.1 -0.1 0.1
H -3.51641 -6.56501 1.62417 0.0 -0.1 0.1
H -1.57120 -5.70673 -0.41236 -0.1 0.1 -0.1
H -2.03302 -4.88571 1.06725 0.0 0.2 -0.2
H -0.22729 -7.29131 1.31845 0.0 -0.1 0.0
H -0.24857 -5.83631 2.30112 0.0 -0.1 0.1
H 3.10458 -3.71001 0.70293 0.1 0.1 0.0
H 1.91048 -3.73702 1.98986 0.0 0.0 0.0
H 1.29740 -1.80418 -1.26518 0.0 -0.1 0.0
H 5.27217 -6.98785 1.18480 0.1 0.0 0.0
H 4.64045 -5.40231 0.71317 0.0 0.0 -0.1
H 4.15897 -6.13830 2.25388 0.1 0.1 0.1
H 4.13300 -8.60878 -1.17319 0.1 0.0 0.0
H 2.78878 -7.72446 -1.89592 0.0 -0.1 -0.1
H 4.31092 -6.89456 -1.58150 0.0 0.1 0.0
F -7.92182 1.24838 -0.19736 -0.1 0.0 0.0
C -8.24570 2.09056 0.80440 0.1 0.0 0.0
C -9.49106 1.98270 1.38846 0.0 0.0 0.0
C -9.81094 2.85338 2.42058 0.1 0.0 0.0
C -8.89345 3.80274 2.84831 0.0 0.0 0.0
C -7.64722 3.88454 2.24194 0.0 0.0 0.0
C -7.31100 3.02265 1.20892 0.0 0.0 0.0
H -10.18766 1.23368 1.03813 0.0 0.0 0.0
H -10.78022 2.77143 2.88964 -0.1 0.0 0.0
H -9.14403 4.47647 3.65787 0.0 0.0 0.0
H -6.92726 4.61943 2.57671 0.0 0.0 0.0
H -6.34232 3.05452 0.72953 0.0 0.0 0.0
F 7.12352 -1.55224 2.69549 0.0 0.0 0.0
C 6.55769 -0.94853 1.62443 0.0 0.0 0.0
C 7.15101 0.19704 1.13090 0.0 0.1 0.0
C 6.57116 0.81982 0.03402 -0.1 -0.1 0.0
C 5.42350 0.28795 -0.53777 -0.1 0.0 -0.1
C 4.84692 -0.86322 -0.02058 -0.1 -0.1 0.1
C 5.41569 -1.49677 1.07651 0.1 0.0 0.0
H 8.04462 0.58712 1.60025 0.0 0.0 0.0
H 7.01872 1.71525 -0.36943 0.1 0.0 0.0
H 4.96670 0.76978 -1.39280 0.0 0.1 0.0
H 3.94455 -1.27848 -0.45435 0.0 0.0 0.0
H 4.98394 -2.39352 1.50070 0.0 0.0 0.0
F -13.35656 2.52398 3.31382 0.0 0.0 0.0
C -13.65307 3.37866 4.31578 0.0 0.0 0.0
C -14.89724 3.29718 4.90695 0.0 0.0 0.0
C -15.19632 4.17852 5.93571 0.0 0.0 0.0
C -14.26235 5.11673 6.35261 0.0 0.0 0.0
C -13.01962 5.17331 5.73749 0.0 0.0 0.0
C -12.70180 4.29804 4.70857 0.0 0.1 0.1
H -15.60776 2.55866 4.56243 0.0 0.0 0.0
H -16.16559 4.12867 6.41375 0.0 0.0 0.0
H -14.50217 5.80095 7.15503 0.0 0.0 0.0
H -12.28831 5.90324 6.05821 0.0 0.0 0.0
H -11.73863 4.32994 4.22133 0.0 0.0 0.0
F 0.80379 0.28448 -1.89797 0.0 0.0 0.0
C 1.16197 1.46044 -2.44798 0.0 0.0 0.0
C 2.40236 1.56656 -3.04455 0.0 -0.1 0.0
C 2.76041 2.78021 -3.61231 0.0 0.0 0.0
C 1.88717 3.85893 -3.57390 0.0 0.0 0.0
C 0.64716 3.72157 -2.96568 0.0 0.0 0.0
C 0.27164 2.51370 -2.39534 0.0 0.0 0.0
H 3.06334 0.71032 -3.05786 0.0 0.0 0.0
H 3.72824 2.88086 -4.08545 0.0 0.0 0.0
H 2.17263 4.80381 -4.01635 0.0 0.0 0.0
H -0.03584 4.56019 -2.93187 0.0 0.0 0.0
H -0.68922 2.37988 -1.91777 0.0 0.0 0.0
F -5.77558 -5.70305 -4.56997 -0.1 0.0 -0.2
C -5.09299 -6.20079 -5.62166 0.1 0.0 0.1
C -5.76265 -6.44199 -6.80370 0.0 0.0 0.0
C -5.04080 -6.95361 -7.87328 0.0 0.0 0.0
C -3.68295 -7.21154 -7.74635 0.0 0.0 0.0
C -3.03875 -6.95578 -6.54271 0.0 0.0 0.0
C -3.74273 -6.44427 -5.46295 0.0 0.0 0.0
H -6.82146 -6.23366 -6.87469 0.0 0.0 0.0
H -5.54491 -7.14904 -8.81084 0.0 0.0 0.0
H -3.12667 -7.60935 -8.58450 0.0 0.0 0.0
H -1.98015 -7.15251 -6.43810 0.0 0.0 0.0
H -3.26106 -6.22814 -4.51795 0.0 0.0 0.0
F 8.87053 3.28723 -0.26096 0.0 0.1 0.0
C 8.60204 4.45448 0.36670 0.0 -0.1 0.0
C 7.50917 4.51638 1.20790 0.0 0.0 0.0
C 7.24285 5.71905 1.84642 0.0 0.0 0.0
C 8.05571 6.82480 1.63907 0.0 0.0 -0.1
C 9.14635 6.72999 0.78650 0.0 0.0 0.0
C 9.42956 5.53419 0.14070 0.1 0.0 0.0
H 6.88980 3.64156 1.35483 0.0 0.0 0.0
H 6.39540 5.78753 2.51553 0.0 0.0 0.0
H 7.84144 7.75659 2.14300 0.0 0.0 0.0
H 9.78752 7.58658 0.62148 0.0 0.0 0.0
H 10.28018 5.43259 -0.52025 0.0 0.0 0.0
F 8.61884 7.24516 4.71512 0.0 0.0 0.1
C 8.34645 8.41549 5.32325 0.0 0.0 0.0
C 7.24450 8.49441 6.15105 0.0 0.0 0.0
C 6.96978 9.70667 6.76718 0.0 0.0 0.0
C 7.78587 10.80832 6.54968 0.0 0.0 0.0
C 8.88570 10.69783 5.71030 0.0 0.0 0.0
C 9.17689 9.49283 5.08698 0.0 0.0 0.0
H 6.62321 7.62243 6.30236 0.0 0.0 0.0
H 6.11209 9.78801 7.42157 0.0 0.0 0.0
H 7.56479 11.75027 7.03290 0.0 0.0 0.0
H 9.52336 11.55437 5.53612 0.0 0.0 0.0
H 10.02898 9.37920 4.43079 0.0 0.0 0.0
F 12.31346 8.25981 -0.43861 0.0 0.0 0.0
C 12.82655 7.49824 -1.42981 0.0 0.0 0.0
C 11.96795 6.98146 -2.37792 -0.1 0.0 0.0
C 12.49799 6.19605 -3.39139 0.0 0.0 0.0
C 13.86175 5.94289 -3.44179 0.0 0.0 0.0
C 14.69992 6.47760 -2.47323 0.0 0.0 0.0
C 14.18615 7.26504 -1.45267 0.0 0.0 0.0
H 10.90825 7.19019 -2.31390 0.0 0.0 0.0
H 11.83942 5.77903 -4.14132 0.0 0.0 0.0
H 14.26954 5.32721 -4.23172 0.0 0.0 0.0
H 15.76276 6.27836 -2.50671 0.0 0.0 0.0
H 14.81864 7.69168 -0.68654 0.0 0.0 0.0
```
Forces are in eV/Å.

These are the Mulliken partial charges, in e, on atoms 1 to 5:
1. C -0.5721
2. O -0.4900
3. C -0.4373
4. C -0.2420
5. C -0.8142

Record 2
Entry from the OMol25 dataset: a molecular structure, C66H85KN5O4P4S3SbSe4 (ωB97M-V/def2-TZVPD).

The energy comes out at -439374.3142 eV. As for the HOMO energy: -0.0039 Eh. As for the total charge: -2. Its energy above the lowest of the compared OMol25 structures with the same formula, charge and spin is 0.000 eV.

XYZ file:
```
173
Properties=species:S:1:pos:R:3:forces:R:3
K 1.60246 -0.30249 -1.08217 -0.6 -1.1 -0.1
C -3.01696 0.10962 -1.86599 0.1 0.1 -0.1
P -1.32428 -0.01858 -2.62089 -0.7 0.0 -0.2
C -1.64724 -1.46218 -3.73658 0.2 0.0 0.0
C -1.53244 1.30621 -3.90527 0.5 -0.2 -0.2
C -0.35955 1.25052 -4.90150 -0.2 0.0 0.4
P 1.28313 1.40304 -4.02302 0.2 0.1 -0.7
C 2.33142 0.94608 -5.45545 0.0 0.2 0.1
C 1.46864 3.26360 -4.10464 -0.1 0.0 0.1
H -3.16350 -0.72908 -1.18645 0.0 -0.1 0.1
H -3.80474 0.10788 -2.62759 0.0 0.0 0.0
H -3.07669 1.03035 -1.27470 0.0 -0.1 -0.1
H -2.32170 -1.18888 -4.55530 0.0 0.0 0.1
H -2.10327 -2.25640 -3.14273 0.0 0.0 0.0
H -0.70581 -1.84322 -4.15100 -0.2 0.1 0.0
H -1.53352 2.26982 -3.40414 0.0 0.1 0.0
H -2.50312 1.18393 -4.39650 -0.1 0.0 0.0
H -0.44621 2.02096 -5.67195 0.0 0.0 -0.1
H -0.34492 0.28188 -5.40921 0.0 0.0 0.0
H 2.03697 1.50001 -6.35801 0.0 0.0 0.1
H 2.23294 -0.12642 -5.64261 0.1 0.0 0.0
H 3.39365 1.12258 -5.25165 -0.1 -0.1 0.0
H 1.02357 3.66762 -5.02289 0.1 0.0 0.1
H 2.53620 3.50400 -4.10013 -0.1 0.0 0.0
H 1.00859 3.74339 -3.22893 0.1 -0.1 -0.1
C 4.88642 0.17100 2.18560 -0.1 0.1 -0.1
P 4.35575 -0.58117 0.55571 0.7 0.1 0.0
C 5.57566 0.31232 -0.49885 -0.1 0.0 -0.2
C 5.22267 -2.22038 0.63327 -0.1 -0.2 0.0
C 6.54900 -2.30442 1.07579 -0.1 0.0 0.0
C 7.25793 -3.49309 1.01172 -0.1 0.0 0.0
C 6.64327 -4.63394 0.50355 0.0 0.1 0.1
C 5.32310 -4.57519 0.09123 0.0 0.1 0.1
C 4.59125 -3.38424 0.15390 0.1 0.2 0.1
P 2.81397 -3.36276 -0.38722 0.3 -0.5 -0.2
C 2.17477 -4.64950 0.83141 0.1 0.2 0.1
C 2.88114 -4.48727 -1.86563 0.0 -0.2 0.3
H 5.92130 0.52461 2.15583 0.0 -0.1 0.0
H 4.77403 -0.54063 3.00074 0.0 0.0 0.1
H 4.23184 1.02770 2.39370 0.1 -0.1 0.0
H 6.59779 0.15422 -0.14637 0.0 0.0 0.0
H 5.33906 1.38304 -0.47831 0.1 -0.2 0.0
H 5.47697 -0.05484 -1.53012 0.0 0.1 0.2
H 7.04603 -1.41637 1.45779 0.0 -0.1 -0.1
H 8.29733 -3.52587 1.32576 -0.1 0.0 0.0
H 7.19754 -5.56328 0.42210 0.0 0.1 0.0
H 4.85520 -5.46880 -0.30812 0.0 0.1 0.0
H 2.84264 -5.51196 0.89486 0.0 0.0 0.0
H 1.19280 -4.98669 0.48371 0.1 0.0 0.0
H 2.05358 -4.22016 1.83338 0.0 -0.1 -0.1
H 2.68479 -5.53141 -1.58013 0.1 0.1 0.0
H 3.85255 -4.40071 -2.34972 0.0 0.0 -0.1
H 2.14315 -4.16306 -2.59300 -0.1 0.1 -0.1
S -0.35161 -3.06366 -1.04311 -0.1 0.0 -0.1
C -1.41684 -3.52323 0.10471 0.1 0.1 0.2
N -2.08353 -4.70559 0.08755 -0.3 -0.3 0.3
C -3.14717 -4.93337 1.06519 0.3 0.1 -0.3
C -2.60000 -4.60699 2.41864 0.2 0.3 0.1
N -2.18548 -3.20492 2.43652 -0.4 -0.3 0.3
C -2.42694 -2.46712 3.68326 0.0 -0.2 -0.3
C -3.88939 -2.13800 3.90327 -0.2 -0.4 -0.6
C -4.68773 -2.92032 4.73275 -0.1 0.0 0.0
C -6.05680 -2.67821 4.84033 0.1 0.1 0.0
C -6.63616 -1.64067 4.11917 0.1 0.0 0.1
C -5.83956 -0.83509 3.30880 0.1 0.0 0.0
C -4.47587 -1.07974 3.20075 -0.1 -0.1 -0.1
C -1.66613 -2.61522 1.33031 -0.1 0.1 -0.4
S -1.26921 -1.02917 1.25838 -0.5 -0.2 -0.4
C -1.77879 -5.80484 -0.84252 -0.3 0.4 -0.1
C -2.85192 -6.00270 -1.89353 0.0 0.1 0.0
C -2.83400 -5.23141 -3.05832 0.0 0.0 0.1
C -3.83804 -5.36734 -4.00830 0.0 -0.1 0.1
C -4.86353 -6.28903 -3.81345 0.0 0.0 0.0
C -4.87843 -7.07297 -2.66653 0.1 0.1 0.0
C -3.87453 -6.92850 -1.71203 -0.1 0.0 0.0
H -3.46293 -5.97050 1.01665 0.0 -0.1 -0.1
H -4.01560 -4.30378 0.86045 -0.1 0.0 -0.1
H -1.75299 -5.26368 2.62572 0.1 -0.1 0.2
H -3.35515 -4.76107 3.18397 -0.1 0.1 0.1
H -1.84764 -1.55398 3.61240 0.2 0.1 0.1
H -2.04323 -3.07478 4.50595 0.0 0.0 0.1
H -4.23489 -3.72286 5.31284 -0.1 0.1 -0.1
H -6.66901 -3.30457 5.48190 0.1 0.1 0.0
H -7.70176 -1.45367 4.19524 0.1 0.0 0.0
H -6.28274 -0.01424 2.75256 0.1 -0.1 0.1
H -3.84905 -0.45414 2.56921 -0.1 -0.1 0.0
H -1.66157 -6.71292 -0.24908 0.0 -0.1 0.1
H -0.83739 -5.57072 -1.32284 0.2 0.0 0.0
H -2.01582 -4.53145 -3.21402 -0.1 -0.1 0.0
H -3.81410 -4.75660 -4.90272 0.0 0.0 0.0
H -5.64141 -6.40516 -4.56225 0.1 0.0 0.1
H -5.66711 -7.79977 -2.51414 0.0 0.0 0.0
H -3.88709 -7.55196 -0.81925 0.0 0.1 -0.1
C 4.71239 2.31159 -2.96763 -0.3 0.2 0.2
N 4.16903 3.24067 -1.93787 0.0 -0.2 -0.2
C 4.71217 4.58931 -1.98162 -0.1 -0.2 0.1
C 4.51237 5.31957 -0.67146 0.0 -0.1 0.0
C 3.05789 5.19910 -0.27418 0.0 -0.2 0.1
N 2.68885 3.79773 -0.19386 0.0 -0.1 -0.1
C 1.76057 3.40511 0.85331 0.2 0.1 -0.2
C 3.16990 2.85055 -1.09928 -0.1 -0.1 0.0
O 2.70687 1.70322 -1.11258 0.8 1.9 0.4
H 4.63774 2.75664 -3.96397 0.0 0.0 0.1
H 4.17763 1.35701 -2.96865 0.0 0.1 0.1
H 5.76539 2.10322 -2.78740 0.0 0.0 0.1
H 4.24748 5.15373 -2.79847 0.0 0.0 -0.1
H 5.77223 4.50240 -2.21367 0.1 0.0 -0.1
H 4.80033 6.36804 -0.77287 0.0 0.0 0.0
H 5.13046 4.85599 0.10190 0.0 0.1 0.0
H 2.42940 5.73130 -0.99585 -0.1 0.1 0.0
H 2.88318 5.65243 0.70258 0.0 0.0 0.1
H 0.83558 3.98689 0.80671 0.0 0.0 0.0
H 2.21129 3.55955 1.84125 0.0 0.0 0.0
H 1.51532 2.35377 0.74572 0.0 -0.1 0.0
C -3.30361 -0.20121 6.20671 0.4 0.1 0.1
O -2.60525 1.05217 6.19302 0.0 -0.5 0.5
C -2.81145 1.75012 5.03711 -0.1 0.1 -0.1
C -3.97745 2.48926 4.91351 -0.2 0.2 0.0
C -4.23855 3.21892 3.76548 0.1 -0.1 0.0
C -3.32010 3.17793 2.72242 -0.1 0.1 -0.1
C -2.16238 2.42853 2.84266 0.2 0.0 -0.3
C -1.87895 1.71746 4.00368 0.6 -0.2 -0.1
N -0.66389 0.97970 4.00245 -1.1 0.7 0.5
C -0.02282 0.39091 4.99797 -0.3 0.2 0.2
C 1.02761 -0.46300 4.75013 0.5 -0.3 0.1
C 1.67712 -1.14687 5.83443 -0.3 0.2 -0.2
C 2.57467 -2.12308 5.59289 0.2 -0.3 -0.4
C 2.88269 -2.47566 4.22565 0.0 0.0 0.5
C 2.34232 -1.81881 3.17600 0.0 0.1 -0.2
C 1.41510 -0.72864 3.37275 0.2 -0.3 0.2
O 0.93246 -0.08711 2.41354 0.6 0.2 -0.1
H -3.03023 -0.70818 7.12853 0.0 0.0 0.1
H -3.01758 -0.82000 5.35378 0.1 0.4 0.4
H -4.38364 -0.05319 6.18237 -0.1 0.0 -0.1
H -4.67734 2.47896 5.74529 0.1 0.0 -0.1
H -5.14285 3.80841 3.68419 0.0 0.0 0.0
H -3.50086 3.72866 1.80385 0.1 -0.1 0.1
H -1.45965 2.37695 2.01507 -0.1 0.1 0.1
H -0.20342 0.76775 3.10161 0.1 0.0 -0.5
H -0.35827 0.58146 6.00727 -0.1 0.0 0.1
H 1.41567 -0.87008 6.85152 0.0 0.0 0.0
H 3.04957 -2.64959 6.40908 0.1 0.0 0.0
H 3.58467 -3.28205 4.03549 0.0 0.0 0.0
H 2.59627 -2.06162 2.15084 0.0 0.0 0.0
Se 6.73268 -3.62796 -4.45182 -0.1 0.1 0.0
Sb 5.19517 -1.78908 -5.05972 0.1 -0.1 -0.2
Se 3.66766 -1.44094 -3.10709 -0.3 0.1 0.4
Se 3.70625 -2.32805 -6.97097 0.1 0.0 0.1
Se 6.33967 0.39772 -5.37892 0.0 -0.1 0.0
O -1.58009 3.08189 0.02835 0.1 0.3 -0.5
S -1.23914 3.75018 -1.26968 -0.1 -0.2 0.4
C -0.82572 5.46201 -0.84930 -0.2 0.0 -0.2
C -0.20861 6.27679 -1.78883 0.0 -0.1 -0.2
C 0.01302 7.61414 -1.47994 0.0 -0.1 0.0
C -0.35604 8.10976 -0.23416 0.1 -0.1 0.0
C -0.93462 7.26826 0.70982 0.0 0.0 0.0
C -1.17682 5.93487 0.40154 -0.1 0.1 0.1
C -2.84242 4.11278 -2.03986 0.1 0.2 0.1
C -2.91508 4.64664 -3.31873 0.1 0.0 -0.1
C -4.15923 4.95192 -3.85292 0.0 0.0 0.1
C -5.31433 4.71381 -3.11338 0.0 0.0 0.0
C -5.22614 4.15368 -1.84633 0.1 0.0 0.0
C -3.98114 3.84445 -1.30473 -0.1 0.0 0.0
H 0.09734 5.87000 -2.75317 -0.1 0.1 0.2
H 0.47788 8.26726 -2.21080 0.0 -0.1 0.1
H -0.17352 9.14984 0.00751 0.0 0.0 0.0
H -1.19639 7.65337 1.68933 0.0 0.0 -0.1
H -1.63647 5.25345 1.11369 0.1 0.1 -0.1
H -2.00862 4.81096 -3.90049 -0.2 0.0 0.1
H -4.22769 5.38034 -4.84592 0.0 -0.1 0.0
H -6.28462 4.95282 -3.53555 0.1 0.0 0.0
H -6.12641 3.95425 -1.27827 0.0 0.0 0.0
H -3.87652 3.38149 -0.32884 0.0 0.1 -0.1
```
Forces are in eV/Å.

These are the Mulliken partial charges, in e, on atoms 1 to 5:
1. K 1.0417
2. C -0.6778
3. P 0.9546
4. C -1.7546
5. C -0.1038